1.
This record from OMol25 describes a 9-piece molecular cluster, C47H108N4O9 overall in a non-equilibrium geometry. The level of theory is ωB97M-V/def2-TZVPD.

Cartesian coordinates (Å):
1 C 4.624 0.880 1.971
2 C 4.292 2.173 1.227
3 C 5.409 2.622 0.253
4 O 3.131 1.935 0.352
5 H 4.820 0.086 1.275
6 H 3.787 0.607 2.687
7 H 5.507 0.954 2.690
8 H 4.060 3.045 1.861
9 H 6.303 2.692 0.836
10 H 5.188 3.516 -0.275
11 H 5.559 1.843 -0.467
12 H 3.358 1.284 -0.371
13 C -0.016 -5.752 -1.050
14 C -0.622 -5.783 0.336
15 C 0.286 -6.619 1.250
16 O -0.555 -4.392 0.798
17 H 0.056 -6.731 -1.476
18 H 1.001 -5.342 -1.019
19 H -0.581 -5.140 -1.820
20 H -1.616 -6.178 0.481
21 H -0.101 -6.589 2.232
22 H 1.320 -6.235 1.225
23 H 0.276 -7.630 0.988
24 H -0.864 -4.392 1.723
25 C 0.705 -1.602 -0.437
26 C -0.627 -0.899 -0.088
27 C -1.121 0.112 -1.156
28 O -1.713 -1.845 0.019
29 H 1.018 -2.502 0.199
30 H 1.474 -0.835 -0.346
31 H 0.659 -1.850 -1.475
32 H -0.416 -0.412 0.821
33 H -2.177 0.255 -1.066
34 H -0.926 -0.317 -2.115
35 H -0.776 1.133 -1.153
36 H -1.290 -2.704 0.098
37 C -1.382 0.148 -5.455
38 C -2.209 1.380 -5.592
39 C -3.154 1.458 -4.377
40 C -3.776 2.849 -4.100
41 C -2.667 3.850 -3.987
42 C -1.869 3.938 -5.311
43 N -1.345 2.577 -5.482
44 O -0.402 2.480 -6.604
45 C -2.724 4.462 -6.453
46 C -0.697 4.926 -5.159
47 C -3.024 1.223 -6.831
48 H -0.659 0.137 -4.650
49 H -0.861 -0.222 -6.326
50 H -2.126 -0.656 -5.357
51 H -3.945 0.685 -4.475
52 H -2.608 1.105 -3.459
53 H -4.273 2.701 -3.146
54 H -4.507 3.170 -4.817
55 H -1.892 3.726 -3.186
56 H -3.115 4.841 -3.901
57 H -3.585 3.828 -6.668
58 H -3.181 5.404 -6.251
59 H -2.122 4.645 -7.304
60 H -1.003 5.980 -5.000
61 H -0.003 4.713 -4.378
62 H -0.029 4.870 -6.067
63 H -3.628 0.347 -6.691
64 H -2.461 0.996 -7.741
65 H -3.631 2.051 -7.125
66 H 0.365 2.046 -6.165
67 C 3.954 1.762 -4.040
68 C 2.893 0.692 -3.833
69 C 2.505 0.126 -5.279
70 C 3.385 -1.074 -5.833
71 C 3.688 -2.104 -4.680
72 C 4.348 -1.456 -3.406
73 N 3.397 -0.400 -2.941
74 O 3.835 0.149 -1.712
75 C 4.371 -2.588 -2.417
76 C 5.734 -0.946 -3.741
77 C 1.690 1.321 -3.189
78 H 3.607 2.708 -4.493
79 H 4.748 1.409 -4.776
80 H 4.413 2.027 -3.060
81 H 1.465 -0.244 -5.173
82 H 2.702 0.992 -5.927
83 H 4.268 -0.619 -6.294
84 H 2.955 -1.582 -6.678
85 H 4.366 -2.846 -5.082
86 H 2.744 -2.533 -4.371
87 H 4.999 -2.322 -1.510
88 H 3.363 -2.827 -2.100
89 H 4.776 -3.523 -2.801
90 H 6.417 -1.774 -3.790
91 H 5.814 -0.481 -4.726
92 H 6.043 -0.193 -2.985
93 H 1.817 1.795 -2.260
94 H 0.940 0.575 -3.027
95 H 1.250 2.067 -3.896
96 H 3.431 -0.408 -1.046
97 C -1.988 3.556 1.355
98 C -1.703 4.240 2.725
99 C -2.566 3.568 3.838
100 C -2.045 2.238 4.274
101 C -0.674 2.430 4.819
102 C 0.236 2.933 3.702
103 N -0.360 4.189 3.192
104 O 0.534 4.840 2.314
105 C 1.484 3.358 4.402
106 C 0.668 1.875 2.657
107 C -2.102 5.722 2.659
108 H -2.889 3.969 0.902
109 H -2.254 2.469 1.470
110 H -1.211 3.711 0.579
111 H -2.665 4.279 4.638
112 H -3.558 3.539 3.448
113 H -2.105 1.487 3.489
114 H -2.627 1.906 5.132
115 H -0.159 1.557 5.272
116 H -0.558 3.231 5.493
117 H 2.148 3.786 3.688
118 H 1.283 4.106 5.137
119 H 1.990 2.432 4.723
120 H -0.117 1.738 1.918
121 H 1.575 2.122 2.130
122 H 0.813 0.954 3.123
123 H -3.134 5.819 2.502
124 H -1.667 6.119 1.767
125 H -1.801 6.204 3.571
126 H 0.686 4.188 1.624
127 C 0.989 -4.503 7.476
128 C -0.251 -3.876 6.817
129 C -0.752 -2.784 7.721
130 C -1.800 -1.873 7.059
131 C -1.204 -1.319 5.783
132 C -0.737 -2.404 4.717
133 N 0.096 -3.357 5.486
134 O 0.382 -4.530 4.637
135 C -1.991 -2.930 4.069
136 C 0.099 -1.667 3.627
137 C -1.400 -4.943 6.818
138 H 0.907 -4.942 8.457
139 H 1.802 -3.729 7.496
140 H 1.400 -5.350 6.901
141 H -1.206 -3.209 8.624
142 H 0.120 -2.147 7.918
143 H -2.015 -1.090 7.733
144 H -2.681 -2.501 6.893
145 H -0.377 -0.681 6.031
146 H -1.970 -0.661 5.320
147 H -1.827 -3.986 3.815
148 H -2.845 -3.063 4.741
149 H -2.399 -2.439 3.207
150 H -0.358 -0.666 3.441
151 H 1.051 -1.576 4.166
152 H 0.191 -2.269 2.703
153 H -2.400 -4.509 6.760
154 H -1.437 -5.517 7.777
155 H -1.294 -5.674 6.033
156 H 1.334 -4.412 4.457
157 C -3.912 -2.878 -3.150
158 O -3.587 -1.730 -2.430
159 H -4.148 -2.550 -4.169
160 H -3.039 -3.590 -3.268
161 H -4.711 -3.492 -2.759
162 H -2.926 -1.876 -1.710
163 C -4.494 0.033 2.230
164 O -3.165 -0.491 2.081
165 H -5.232 -0.699 1.878
166 H -4.699 0.226 3.322
167 H -4.668 0.984 1.710
168 H -2.920 -0.640 1.156

Values from the calculation:
gap between HOMO and LUMO = 8.634 eV
ΔE to the lowest compared entry with this formula, charge and spin = 0.4356 eV
energy = -2751.4685 Eh
SMILES string = CC1(C)CCCC(C)(C)N1O.CC1(C)CCCC(C)(C)N1O.CC1(C)CCCC(C)(C)N1O.CC1(C)CCCC(C)(C)N1O.CC(C)O.CC(C)O.CC(C)O.CO.CO
maximum force = 2.77 eV/Å

Mulliken population analysis, charges in e, atoms 1 to 6:
1 C -0.94
2 C 0.67
3 C -1.23
4 O -0.30
5 H 0.17
6 H 0.09

2.
This record from OMol25 describes C7H8Br6Cl6O3 as an isolated structure in a non-equilibrium geometry. The level of theory is ωB97M-V/def2-TZVPD.

Cartesian coordinates (Å):
1 C 11.988 17.100 -20.190
2 Br 10.866 15.958 -21.299
3 Br 10.958 18.164 -18.879
4 Br 13.276 18.129 -21.210
5 H 12.614 16.445 -19.602
6 C 6.884 14.790 -18.650
7 Br 5.516 15.068 -17.274
8 Br 7.481 16.507 -19.421
9 Br 6.420 13.538 -20.071
10 H 7.732 14.354 -18.145
11 C 13.298 18.800 -15.507
12 Cl 13.695 19.346 -17.112
13 Cl 11.519 18.692 -15.271
14 Cl 13.982 19.794 -14.234
15 H 13.608 17.765 -15.431
16 C 12.330 13.745 -17.450
17 Cl 12.769 12.774 -16.090
18 Cl 12.936 15.433 -17.221
19 Cl 10.525 13.901 -17.561
20 H 12.751 13.360 -18.371
21 C 13.064 12.258 -23.330
22 C 11.800 12.968 -22.913
23 O 11.799 12.806 -21.467
24 C 12.639 11.779 -21.201
25 O 12.989 11.468 -20.103
26 O 13.166 11.221 -22.344
27 H 13.940 12.906 -23.361
28 H 12.982 11.723 -24.278
29 H 10.827 12.673 -23.299
30 H 11.968 14.001 -23.230

Values from the calculation:
gap between HOMO and LUMO = 9.918 eV
ΔE to the lowest compared entry with this formula, charge and spin = 0.5555 eV
energy = -18702.4445 Eh
maximum force = 2.05 eV/Å

natural (NBO) population analysis, charges in e, atoms 1 to 6:
1 C -0.48
2 Br 0.08
3 Br 0.09
4 Br 0.08
5 H 0.22
6 C -0.46

3.
This record from OMol25 describes C4H6N2 as an isolated structure in a non-equilibrium geometry. The level of theory is ωB97M-V/def2-TZVPD.

Cartesian coordinates (Å):
1 C 0.430 0.240 -0.016
2 C 1.719 0.394 -0.118
3 C -0.946 -1.206 -0.088
4 C -0.751 1.037 -0.526
5 N -1.878 1.009 0.466
6 N -1.791 -0.082 -0.437
7 H 2.216 1.346 -0.394
8 H 2.324 -0.363 0.264
9 H -0.871 -1.967 -0.830
10 H -1.205 -1.769 0.815
11 H -0.541 1.941 -1.149
12 H -1.674 0.931 1.469

Values from the calculation:
gap between HOMO and LUMO = 9.398 eV
ΔE to the lowest compared entry with this formula, charge and spin = 6.0078 eV
energy = -265.3148 Eh
maximum force = 4.39 eV/Å

natural (NBO) population analysis, charges in e, atoms 1 to 6:
1 C 0.01
2 C -0.48
3 C -0.21
4 C -0.02
5 N -0.45
6 N -0.26

4.
This record from OMol25 describes a 9-piece molecular cluster, H19O9 overall in a non-equilibrium geometry. The level of theory is ωB97M-V/def2-TZVPD.

Cartesian coordinates (Å):
1 O 0.879 0.822 -0.677
2 H 0.098 1.129 -1.173
3 H 0.918 -0.148 -0.746
4 H 0.897 1.136 0.271
5 O 0.353 -1.492 2.680
6 H 0.071 -0.661 2.317
7 H -0.121 -2.250 2.301
8 O 0.954 1.354 1.999
9 H 0.615 1.735 2.839
10 H 1.660 0.826 2.431
11 O 0.099 -1.814 -0.494
12 H 0.413 -2.476 -1.096
13 H -0.664 -2.143 -0.026
14 O 2.429 -0.976 0.784
15 H 1.641 -1.527 0.591
16 H 2.391 -0.743 1.721
17 O -1.620 0.571 -2.148
18 H -2.168 -0.147 -1.742
19 H -2.154 1.344 -1.969
20 O 1.660 -0.813 -3.011
21 H 1.467 -1.663 -2.651
22 H 0.865 -0.721 -3.627
23 O -1.375 2.709 -0.372
24 H -2.098 2.905 -1.025
25 H -1.621 3.013 0.461
26 O -1.607 -0.150 1.028
27 H -1.707 0.757 0.821
28 H -2.287 -0.575 0.526

Values from the calculation:
gap between HOMO and LUMO = 10.887 eV
ΔE to the lowest compared entry with this formula, charge and spin = 2.8698 eV
energy = -688.2713 Eh
maximum force = 3.32 eV/Å
net charge = +1

natural (NBO) population analysis, charges in e, atoms 1 to 6:
1 O -0.80
2 H 0.57
3 H 0.57
4 H 0.57
5 O -0.97
6 H 0.49

5.
This record from OMol25 describes CHINOS as an isolated structure in a non-equilibrium geometry. The level of theory is ωB97M-V/def2-TZVPD.

Cartesian coordinates (Å):
1 C -0.929 -0.663 0.119
2 N -0.021 0.147 -0.313
3 O -1.386 -1.303 0.986
4 S -1.461 -0.095 -1.413
5 I 2.739 1.248 0.651
6 H 1.059 0.665 -0.029

Values from the calculation:
gap between HOMO and LUMO = 7.835 eV
ΔE to the lowest compared entry with this formula, charge and spin = 0.9684 eV
energy = -864.6189 Eh
maximum force = 3.08 eV/Å
net charge = -1

Okay, here come the natural (NBO) numbers, in e, for every atom:
1 C 0.55
2 N -0.70
3 O -0.60
4 S 0.04
5 I -0.62
6 H 0.34

6.
This record from OMol25 describes C6H4O in the gas phase in a non-equilibrium geometry. The level of theory is ωB97M-V/def2-TZVPD.

Cartesian coordinates (Å):
1 C 0.089 2.151 -1.358
2 C 0.259 0.873 -0.683
3 C 0.479 -0.172 -0.125
4 C 0.755 -1.418 0.550
5 O 1.441 -2.303 0.092
6 C -0.025 -1.629 1.762
7 C -1.025 -2.205 2.113
8 H -0.245 2.003 -2.389
9 H 1.054 2.664 -1.379
10 H -0.634 2.784 -0.836
11 H -1.885 -2.802 2.286

Values from the calculation:
gap between HOMO and LUMO = 10.114 eV
ΔE to the lowest compared entry with this formula, charge and spin = 2.7442 eV
energy = -306.1107 Eh
SMILES string = C#CC(=O)C#CC
maximum force = 1.05 eV/Å

natural (NBO) population analysis, charges in e, atoms 1 to 6:
1 C -0.70
2 C 0.13
3 C -0.15
4 C 0.46
5 O -0.48
6 C -0.12